Version a
Density functional theory data (ωB97M-V/def2-TZVPD) for the ion C4H10NOS with charge +1.

Calculated values
Charge = +1
Structure (SMILES) = [NH3+][C@H](C=O)CCS

CARTESIAN COORDINATES (ANGSTROEM)
N 2.0239 0.7034 1.0426
C 0.8010 0.0312 0.3645
C 1.2862 -0.3635 -1.0470
O 2.2731 0.1987 -1.4436
C -0.3848 0.9863 0.3682
C -1.5623 0.4571 -0.4497
S -2.2524 -1.0561 0.3476
H 2.1848 1.6341 0.6784
H 2.8466 0.1842 0.7303
H 1.8677 0.5667 2.0386
H 0.6212 -0.7910 1.0550
H 0.6655 -0.9885 -1.6971
H -0.6926 1.1785 1.3916
H -0.0452 1.9558 -0.0183
H -1.3131 0.2010 -1.4785
H -2.2859 1.2622 -0.5732
H -1.6394 -1.9310 -0.4767

Version b
Density functional theory data (ωB97M-V/def2-TZVPD) for the ion C4H10NOS with charge +1.

Calculated values
Charge = +1
Structure (SMILES) = [NH3+][C@@H](C=O)CCS

CARTESIAN COORDINATES (ANGSTROEM)
N 1.0401 -0.7141 -1.6921
C 0.5841 -0.2975 -0.3175
C 1.4524 0.8804 0.0904
O 2.1907 1.3963 -0.7017
C -0.9248 -0.0075 -0.2611
C -1.4219 0.4713 1.0766
S -0.7300 -0.6416 2.3900
H 0.5554 -0.1486 -2.4043
H 1.9975 -0.3733 -1.8331
H 0.8531 -1.6880 -1.9190
H 0.8699 -1.1500 0.3132
H 1.3289 1.1704 1.1396
H -1.3977 -0.9358 -0.5998
H -1.1581 0.7088 -1.0564
H -1.0185 1.4176 1.3800
H -2.5003 0.5301 1.1135
H -1.7209 -0.6183 3.2817

Version c
Density functional theory data (ωB97M-V/def2-TZVPD) for the ion C4H10NOS with charge +1.

Calculated values
Charge = +1
Structure (SMILES) = C[N@H+]1C[C@@](O)(S)C1

CARTESIAN COORDINATES (ANGSTROEM)
C 0.0609 1.8604 -0.9035
N -0.3594 0.4867 -0.8909
C 0.7714 -0.5026 -0.7268
C 0.2002 -1.1112 0.6233
O -0.1162 -2.4381 0.7308
S 1.0682 -0.5113 2.1576
C -1.1465 -0.0543 0.2330
H 0.4969 2.0526 0.0040
H 0.8897 2.2582 -1.6084
H -0.7982 2.6346 -0.9846
H -0.8764 0.2677 -1.8243
H 1.7056 0.0423 -0.5542
H 0.7460 -1.2077 -1.4696
H 0.3750 -3.1742 1.0361
H 0.2203 -0.6442 3.1442
H -1.8973 -0.6429 -0.0966
H -1.3404 0.6842 1.1298

version b is favored, and the nearest alternative lies 0.0041 hartree above it.

Version a
Density functional theory data (ωB97M-V/def2-TZVPD) for a cluster of 2 separate species, C7H12O3 in total.

Calculated values
Charge = 0
Structure (SMILES) = C[C@@H]1O[C@H](O)C1=O.C=CC

CARTESIAN COORDINATES (ANGSTROEM)
C 1.1529 1.1210 -2.0430
C -0.3353 1.0547 -1.7604
O -0.7883 2.1353 -0.9243
C -1.2670 1.2886 0.1128
O -0.6867 1.5235 1.3366
C -0.8106 0.0121 -0.7514
O -1.3330 -1.0591 -0.8892
H 1.3768 2.0285 -2.5949
H 1.4598 0.2579 -2.6213
H 1.7052 1.1450 -1.1081
H -0.9088 1.0195 -2.6940
H -2.3651 1.3333 0.1919
H -0.5166 2.4646 1.4676
C 1.3472 -1.1271 0.5016
C 0.5597 -1.1271 1.5817
C -0.5010 -2.1360 1.8550
H 1.3306 -1.9398 -0.2075
H 2.1727 -0.4395 0.4180
H 0.7290 -0.3953 2.3605
H -0.5377 -2.8842 1.0638
H -1.4715 -1.6440 1.8970
H -0.3123 -2.6320 2.8075

Version b
Density functional theory data (ωB97M-V/def2-TZVPD) for a cluster of 2 separate species, C7H12O3 in total.

Calculated values
Charge = 0
Structure (SMILES) = O=COC1CC2(CC2)C1.O

CARTESIAN COORDINATES (ANGSTROEM)
O 3.3170 0.8699 0.9663
C 2.1997 0.5998 1.3334
O 1.1462 0.8375 0.5708
C 0.0465 -0.0806 0.5648
C -1.3405 0.5272 0.8358
C -1.8624 -0.3794 -0.2817
C -2.8714 -1.4724 -0.1119
C -3.1464 -0.3089 -1.0372
C -0.4386 -0.5703 -0.8087
H 1.9777 0.0448 2.2644
H 0.2751 -0.9179 1.2371
H -1.7578 0.4061 1.8435
H -1.3672 1.5871 0.5453
H -2.6501 -2.4428 -0.5612
H -3.4198 -1.5175 0.8312
H -3.8821 0.4340 -0.7221
H -3.1141 -0.4929 -2.1131
H -0.1936 0.1595 -1.5934
H -0.1328 -1.5752 -1.1244
O 5.5263 1.7613 -0.8890
H 6.4635 1.6628 -0.6737
H 5.2249 0.8678 -1.0762

version b is favored, and the nearest alternative lies 0.0223 hartree above it.

Version a
Density functional theory data (ωB97M-V/def2-TZVPD) for a structure of composition C7H12O3.

Calculated values
Charge = 0

CARTESIAN COORDINATES (ANGSTROEM)
O 0.5539 -1.3488 -1.0241
C 0.0305 -2.1569 -0.0940
C -0.3050 -1.5707 1.2565
C -1.2451 -0.3510 1.2413
C -0.5535 0.9940 0.9953
C 0.1948 1.0855 -0.3149
C 0.9901 2.1773 -0.6228
C 1.3766 0.1701 -0.4965
O -0.2306 -3.2957 -0.4111
H -0.7462 -2.3855 1.8395
H 0.6442 -1.2924 1.7418
H -2.0377 -0.5153 0.4961
H -1.7498 -0.3032 2.2149
H -1.2929 1.8069 1.0277
H 0.1471 1.1704 1.8284
H 1.2809 2.3767 -1.6557
H 1.2455 2.9070 0.1475
H 1.9387 -0.0797 0.4097
H 1.9798 0.2207 -1.4062
O -0.9050 0.2594 -2.2303
H -0.3904 -0.7225 -1.9580
H -0.9258 0.8537 -2.9851

Version b
Density functional theory data (ωB97M-V/def2-TZVPD) for a cluster of 2 separate species, C7H12O3 in total.

Calculated values
Charge = 0
Structure (SMILES) = C#C[C@]1(COCC)CO1.O

CARTESIAN COORDINATES (ANGSTROEM)
C 2.3663 0.4899 -2.0157
C 1.7342 -0.1611 -1.2157
C 1.0000 -0.8877 -0.1913
C -0.1819 -0.1669 0.4152
O -1.0695 0.1925 -0.6020
C -2.2240 0.8554 -0.1283
C -3.1085 1.2156 -1.3001
C 1.6145 -2.0548 0.4656
O 0.6806 -2.2887 -0.5528
H 2.9129 1.0969 -2.7140
H 0.1852 0.7267 0.9519
H -0.6644 -0.8312 1.1532
H -1.9268 1.7635 0.4287
H -2.7617 0.1965 0.5789
H -4.0138 1.7235 -0.9415
H -2.5845 1.8884 -1.9909
H -3.4117 0.3130 -1.8475
H 2.6431 -2.3224 0.2099
H 1.4965 -2.0471 1.6056
O 2.7296 -0.1538 2.6598
H 2.5650 0.3380 1.7836
H 2.0191 0.1140 3.2474

Version c
Density functional theory data (ωB97M-V/def2-TZVPD) for a cluster of 2 separate species, C7H12O3 in total.

Calculated values
Charge = 0
Structure (SMILES) = OCCC#CC[C@H]1CO1.O

CARTESIAN COORDINATES (ANGSTROEM)
O -5.9256 -0.8239 0.0793
C -4.6981 -1.4903 -0.1304
C -3.5998 -0.4338 -0.2086
C -2.2789 -1.0226 -0.4420
C -1.1868 -1.5223 -0.6030
C 0.1473 -2.1066 -0.7716
C 1.2082 -1.3710 0.0190
C 2.5816 -1.2863 -0.5104
O 1.4898 -0.0621 -0.4443
H -6.6376 -1.4679 0.1071
H -4.4821 -2.1872 0.6969
H -4.7199 -2.0711 -1.0679
H -3.8374 0.2745 -1.0171
H -3.5871 0.1428 0.7290
H 0.1389 -3.1556 -0.4365
H 0.4217 -2.1134 -1.8376
H 1.1053 -1.4426 1.1087
H 3.3802 -1.2474 0.2391
H 2.7589 -1.9298 -1.3790
O 3.5047 0.4599 -1.7822
H 2.5028 0.8592 -1.4516
H 3.5313 0.0869 -2.6671

version b is favored, and the nearest alternative lies 0.0159 hartree above it.

Version a
Density functional theory data (ωB97M-V/def2-TZVPD) for an isolated molecule of CH4ClO2P.

Calculated values
Charge = 0

CARTESIAN COORDINATES (ANGSTROEM)
C -0.4379 -2.0459 0.3528
O -0.2630 1.7551 -0.5766
O 1.8580 0.2628 -1.0267
P 1.1114 1.0647 -0.0425
Cl 0.1490 -0.7408 1.2295
H -1.4238 -1.9379 0.2808
H 0.2592 -2.3089 -0.4164
H -0.5145 2.4479 -0.0617
H 1.9009 2.3498 0.4138

Version b
Density functional theory data (ωB97M-V/def2-TZVPD) for an isolated molecule of CH4ClO2P.

Calculated values
Charge = 0
Structure (SMILES) = OPOCCl

CARTESIAN COORDINATES (ANGSTROEM)
O -2.3588 0.4973 -0.1474
P -0.9419 0.8641 0.5060
O -0.0367 -0.3865 -0.1882
C 1.1334 -0.7803 0.3706
Cl 2.3140 0.5080 0.0730
H -2.4481 0.2256 -1.1705
H -0.3950 1.6810 -0.5106
H 1.1466 -1.0689 1.4377
H 1.5866 -1.5403 -0.3705

version b is favored, and the nearest alternative lies 0.1115 hartree above it.